The following is a DFT calculation (ωB97M-V/def2-TZVPD) of a molecular structure, C25H21N4PSSe2Sr in a non-equilibrium geometry.

The geometry in XYZ format:
```
55
Properties=species:S:1:pos:R:3:mulliken_charge:R:1
Sr -0.40924 0.20551 -1.57233 1.388
N -3.88094 -2.61049 -1.42992 -0.502
C -2.53459 -2.35274 -1.38303 0.349
S -1.70462 -2.15517 -2.89742 -0.448
N -2.00132 -2.32323 -0.18549 -1.069
N -0.68020 -1.93005 -0.23022 1.078
C 0.25307 -2.68619 0.19192 -0.542
C 0.09409 -4.03655 0.78743 0.255
C 0.93620 -5.07253 0.38839 -0.240
C 0.79751 -6.33957 0.93202 -0.777
C -0.17498 -6.57706 1.89296 -0.385
C -1.01353 -5.54803 2.29900 -0.699
C -0.88814 -4.28443 1.74392 -0.144
C 1.62627 -2.13950 -0.03743 0.371
C 2.67493 -2.43211 0.82430 -0.554
C 3.92981 -1.90722 0.56105 -0.501
C 4.10347 -1.12330 -0.56593 -0.616
C 3.00230 -0.88076 -1.37209 -0.475
N 1.78530 -1.36786 -1.12578 -0.292
H -4.22252 -2.92130 -2.32212 0.206
H -4.29971 -3.01699 -0.60943 0.235
H 1.69029 -4.88321 -0.36613 0.511
H 1.44587 -7.14204 0.60533 0.395
H -0.28213 -7.56482 2.32239 0.393
H -1.77460 -5.73337 3.04593 0.390
H -1.55477 -3.48450 2.03244 0.420
H 2.50016 -3.06300 1.68492 0.550
H 4.75845 -2.11220 1.22649 0.450
H 5.06543 -0.70142 -0.82018 0.424
H 3.09544 -0.26488 -2.25894 0.533
Se 1.47747 2.55186 -2.44906 -0.375
P -0.37149 3.19180 -1.62533 0.583
Se -2.06747 2.56777 -2.79931 -0.341
C -0.36286 4.97697 -1.28274 0.653
C -0.73724 5.85652 -2.29499 -0.533
C -0.67762 7.22271 -2.07848 -0.662
C -0.25157 7.71633 -0.85175 -0.409
C 0.11867 6.84209 0.15960 -0.718
C 0.06587 5.47367 -0.05606 -0.206
C -0.51342 2.40662 0.05838 -1.696
C 0.58017 1.84642 0.72181 0.397
C 0.38787 1.02860 1.83126 -0.444
C -0.89215 0.76494 2.29129 -0.388
C -1.98536 1.33354 1.65279 -0.802
C -1.79845 2.13882 0.53885 0.416
H -1.07972 5.45402 -3.24046 0.313
H -0.96772 7.90737 -2.86462 0.380
H -0.21159 8.78498 -0.68483 0.376
H 0.44779 7.22798 1.11554 0.390
H 0.35823 4.78554 0.72719 0.271
H 1.57410 1.98865 0.31521 0.433
H 1.25070 0.58957 2.31603 0.438
H -1.04171 0.10800 3.13811 0.432
H -2.99259 1.13917 1.99648 0.396
H -2.64721 2.54504 0.00304 0.394
```

The calculation puts the gap between HOMO and LUMO at 0.270 Ha. The relative energy (zero: lowest compared OMol25 entry of this formula, charge and spin) comes out at 0.00 kcal/mol. The largest force on an atom is 1.707 eV Å⁻¹.